9
Properties=species:S:1:pos:R:3:forces:R:3 method="wB97M-V/def2-TZVPD" energy_ev=-15101.295 fmax_ev_per_a=4.81 orbital_gap_ev="7.075 / 7.481" total_charge=+2 e_above_lowest_kj_mol=17.70 multiplicity=2
O -0.600002 1.311727 -0.526769 -3.04 1.14 -0.41
H -2.588711 0.850764 -0.823011 0.01 0.42 0.69
Bi 1.049257 0.284537 -0.053569 1.76 0.92 0.12
C -1.645451 0.592428 -0.323921 -0.06 0.09 -2.96
O -0.302439 -1.066997 0.598943 -0.45 -1.86 -0.02
C -1.463447 -0.723723 0.206211 -2.97 1.91 3.22
C 3.420422 -0.090889 0.031969 4.67 -1.11 0.24
H -2.387178 -0.852150 0.856169 0.84 -1.74 -0.85
O 4.517549 -0.305698 0.033975 -0.77 0.23 -0.02